Formula: C3H4N2O
Source: the Open Molecules 2025 dataset
Level of theory: the ωB97M-V functional and the def2-TZVPD basis

```
10
C3H4N2O the ωB97M-V functional and the def2-TZVPD basis
N 1.6105 -0.1016 -0.3905
C 0.2361 -0.2431 -0.1053
C -0.4836 1.0632 0.1151
N -1.7527 0.9250 0.2903
O -2.0494 -0.3812 0.2278
C -0.7532 -1.1765 -0.0213
H 1.8791 0.8457 -0.1502
H 2.3164 -0.7469 -0.0544
H -0.0476 2.0756 0.1537
H -0.9555 -2.2603 -0.0651
```

Calculated values
Structure (SMILES): Nc1cnoc1
Total charge: 0
Gap between HOMO and LUMO in eV: 9.88
Strongest force on any atom in eV/Å: 3.398
ΔE to the lowest compared entry with this formula, charge and spin in eV: 2.916
Highest occupied orbital energy in eV: -9.04
E_tot in Ha: -301.3801
M in g mol⁻¹: 84.1